<one>
Computed, not measured: the molecule C5H13NS, with wB97M-V/def2-TZVPD.

Summary:
structure (SMILES): CCNCCCS
charge: 0
highest occupied orbital energy: -8.48 eV
Kohn-Sham gap: 9.4 eV

Each line ends with the Mulliken charge.
Cartesian coordinates (Å):
C: -0.23677 -1.20957 -1.47612  -0.76
C: -0.10773 -2.40236 -0.54528  -0.54
S: 1.50777 -3.28273 -0.69797  -0.22
C: 0.28149 0.18018 -0.96750  -0.44
N: -0.29553 0.66842 0.23995  -0.29
C: 0.26627 1.94116 0.72327  -0.35
C: -0.48402 2.36115 2.04234  -1.11
H: -1.31104 -0.95032 -1.47680  0.34
H: 0.26268 -1.37183 -2.41262  0.37
H: -0.41726 -1.97740 0.49387  0.21
H: -0.93231 -3.09437 -0.72086  0.33
H: 1.49654 -3.55738 -2.01810  0.12
H: 1.34869 0.03591 -0.73183  0.34
H: 0.12951 0.76970 -1.87119  0.25
H: -0.53811 0.08362 1.03731  0.23
H: 1.28457 1.82129 1.06135  0.29
H: 0.07941 2.70674 -0.00782  0.31
H: 0.02450 2.78280 2.91338  0.35
H: -1.37680 2.97064 1.86912  0.26
H: -0.98187 1.52435 2.54550  0.31


<two>
Computed, not measured: the molecule C5H13NS, with wB97M-V/def2-TZVPD.

Summary:
structure (SMILES): CN(C)CCCS
charge: 0
highest occupied orbital energy: -8.43 eV
Kohn-Sham gap: 9.5 eV

Each line ends with the Mulliken charge.
Cartesian coordinates (Å):
C: 1.00775 0.43830 -1.11650  -0.75
C: 1.93854 -0.78141 -1.11747  -0.59
S: 1.12434 -2.35699 -1.56775  -0.21
C: 0.41113 0.74034 0.27328  -0.74
N: -0.67293 -0.11263 0.68965  0.00
C: -0.88821 0.03213 2.12603  -1.04
C: -1.91242 0.25993 -0.02983  -1.04
H: 1.57088 1.32017 -1.41524  0.35
H: 0.19410 0.21858 -1.79535  0.24
H: 2.36136 -1.00046 -0.13570  0.32
H: 2.74535 -0.63235 -1.81924  0.38
H: 0.17241 -1.85350 -2.36203  0.08
H: 1.23866 0.79469 0.98590  0.51
H: 0.14261 1.82319 0.27276  0.42
H: -0.00478 -0.33717 2.63984  0.34
H: -1.70046 -0.60497 2.44422  0.36
H: -1.08551 1.05994 2.47544  0.35
H: -1.84587 -0.08698 -1.05581  0.24
H: -2.07012 1.34263 0.04797  0.37
H: -2.72683 -0.26344 0.45981  0.38


<three>
Computed, not measured: the molecule C5H13NS, with wB97M-V/def2-TZVPD.

Summary:
structure (SMILES): CN[C@@H](C)CCS
charge: 0
highest occupied orbital energy: -8.97 eV
Kohn-Sham gap: 9.9 eV

Each line ends with the Mulliken charge.
Cartesian coordinates (Å):
C: 0.67144 -0.47802 -2.39625  -0.94
N: 0.37318 -0.86489 -0.96107  -0.48
C: 0.78688 0.11306 0.11447  0.52
C: -0.51561 0.38509 0.95653  -1.28
C: -1.12586 -0.82863 1.60501  -0.49
S: -2.59388 -0.30960 2.56054  -0.25
C: 1.39201 1.40073 -0.34522  -1.56
H: 1.73791 -0.33223 -2.53543  0.29
H: 0.05243 -1.19295 -2.92996  0.34
H: 0.14979 0.47592 -2.59276  0.32
H: -0.62841 -0.68712 -1.00290  0.28
H: 1.39749 -0.48413 0.80112  0.30
H: -0.26204 1.16270 1.68578  0.50
H: -1.22086 0.72582 0.18710  0.46
H: -1.42358 -1.51084 0.80153  0.34
H: -0.42427 -1.37808 2.23418  0.36
H: -3.01275 -1.53500 2.97216  0.13
H: 2.08920 1.40174 -1.17960  0.41
H: 0.60144 2.15105 -0.48625  0.35
H: 1.95551 1.78538 0.51101  0.38


<four>
Computed, not measured: the molecule C5H13NS, with wB97M-V/def2-TZVPD.

Summary:
structure (SMILES): CNCCCCS
charge: 0
highest occupied orbital energy: -8.32 eV
Kohn-Sham gap: 9.3 eV

Each line ends with the Mulliken charge.
Cartesian coordinates (Å):
C: 0.39794 -0.19814 0.60044  -0.17
C: -0.91570 0.56817 0.93023  -0.65
C: -1.65643 -0.05206 2.29986  -0.76
S: -1.85835 -1.89280 2.58004  -0.23
C: 1.39383 0.61826 -0.34068  -0.81
N: 0.68125 0.63440 -1.77493  -0.22
C: 1.21300 -0.31917 -2.65337  -0.91
H: 0.26635 -1.35668 0.17868  0.19
H: 0.91961 -0.22688 1.64306  0.25
H: -1.71967 0.59221 0.28630  0.39
H: -0.62111 1.58904 1.12417  0.29
H: -1.08543 0.30032 3.12287  0.38
H: -2.72740 0.36926 2.20676  0.34
H: -2.69484 -2.24812 1.58316  0.12
H: 1.69624 1.66842 -0.03633  0.34
H: 2.35691 0.15617 -0.66008  0.37
H: 0.30441 1.52674 -2.15638  0.24
H: 2.29981 -0.23558 -2.86831  0.32
H: 0.75656 -0.08366 -3.63252  0.35
H: 0.99302 -1.40990 -2.43298  0.20


The structure with the greatest stability is <two>.


<one>
Computed, not measured: the molecule C5H13NS, with wB97M-V/def2-TZVPD.

Summary:
structure (SMILES): CCN[C@@H](C)CS
charge: 0
highest occupied orbital energy: -8.51 eV
Kohn-Sham gap: 9.4 eV

Each line ends with the Mulliken charge.
Cartesian coordinates (Å):
C: 0.04961 -1.65195 -0.51511  -0.25
N: -0.67382 -0.41611 -0.20306  -0.27
C: -0.01675 0.69945 0.39699  0.44
C: -0.56150 1.12562 1.78261  -0.90
S: 0.67481 2.05779 2.69575  -0.23
C: 0.40196 1.86575 -0.53808  -1.35
C: -0.27037 -2.25824 -1.84493  -1.20
H: 1.13966 -1.55815 -0.40650  0.31
H: -0.22073 -2.40998 0.26581  0.20
H: -1.24263 -0.11798 -0.99109  0.28
H: 1.04201 0.29912 0.76579  0.08
H: -1.50257 1.64533 1.63606  0.37
H: -0.82660 0.28382 2.45047  0.34
H: 1.35046 1.11590 3.41356  0.12
H: 1.41525 2.16572 -0.30593  0.35
H: 0.37558 1.61575 -1.58689  0.40
H: -0.17276 2.77725 -0.30509  0.31
H: -0.29699 -1.54465 -2.66552  0.38
H: 0.55579 -2.88485 -2.24051  0.34
H: -1.22041 -2.80959 -1.80433  0.28


<two>
Computed, not measured: the molecule C5H13NS, with wB97M-V/def2-TZVPD.

Summary:
structure (SMILES): CCNCCCS
charge: 0
highest occupied orbital energy: -8.34 eV
Kohn-Sham gap: 9.2 eV

Each line ends with the Mulliken charge.
Cartesian coordinates (Å):
C: -1.25533 1.49481 -0.15162  -0.33
C: -2.21509 0.34922 -0.49292  -0.87
S: -2.02934 -1.22071 0.47526  -0.23
C: 0.26942 1.36185 -0.58197  -0.86
N: 0.93994 0.06497 -0.67630  -0.34
C: 1.52445 -0.45491 0.52436  -0.18
C: 2.08849 -1.87715 0.33695  -1.19
H: -1.59457 2.30163 -0.80107  0.32
H: -1.35459 1.73871 0.90420  0.33
H: -2.03075 -0.02629 -1.49962  0.36
H: -3.23736 0.67348 -0.33427  0.40
H: -2.12776 -0.68705 1.69408  0.11
H: 0.82213 1.94019 0.15576  0.28
H: 0.30406 1.74167 -1.60163  0.43
H: 0.36430 -0.55232 -1.22578  0.25
H: 0.83368 -0.47203 1.38892  0.24
H: 2.25128 0.25570 0.91259  0.33
H: 2.36397 -1.98791 -0.70675  0.35
H: 1.24804 -2.52834 0.59143  0.25
H: 2.83503 -2.11550 1.08838  0.35


The structure with the greatest stability is <two>.


<one>
Computed, not measured: the molecule C5H13NS, with wB97M-V/def2-TZVPD.

Summary:
structure (SMILES): CCN[C@@H](C)CS
charge: 0
highest occupied orbital energy: -8.75 eV
Kohn-Sham gap: 9.7 eV

Each line ends with the Mulliken charge.
Cartesian coordinates (Å):
C: 1.68861 0.72383 -0.11463  -0.37
N: 0.59626 -0.05425 -0.66649  -0.24
C: -0.61549 -0.16538 0.11830  0.15
C: -1.49909 -1.23010 -0.52177  -0.81
S: -2.97372 -1.59169 0.48187  -0.24
C: -1.36455 1.16405 0.36327  -1.31
C: 2.75883 -0.14116 0.52215  -1.13
H: 2.14246 1.26642 -0.94038  0.38
H: 1.36892 1.46970 0.61618  0.22
H: 0.38301 0.20300 -1.62159  0.27
H: -0.33564 -0.54838 1.10852  0.20
H: -1.74077 -0.97078 -1.54766  0.44
H: -0.91979 -2.15380 -0.51019  0.35
H: -3.90735 -1.36869 -0.45016  0.12
H: -0.66614 1.98086 0.49202  0.39
H: -1.92934 1.41355 -0.54275  0.30
H: -2.09403 1.03233 1.15153  0.38
H: 2.33184 -0.85945 1.21725  0.29
H: 3.33161 -0.67670 -0.23112  0.30
H: 3.44435 0.50662 1.07565  0.34


<two>
Computed, not measured: the molecule C5H13NS, with wB97M-V/def2-TZVPD.

Summary:
structure (SMILES): CCCNCCS
charge: 0
highest occupied orbital energy: -8.90 eV
Kohn-Sham gap: 9.8 eV

Each line ends with the Mulliken charge.
Cartesian coordinates (Å):
C: -0.63884 1.30707 0.14711  -0.65
N: -0.72177 -0.00316 -0.53710  -0.30
C: 0.25266 -0.09219 -1.66983  -0.51
C: 1.21471 -1.22362 -1.53555  -0.76
S: 2.95757 -0.85219 -0.96458  -0.24
C: -1.14960 1.03296 1.62168  -0.64
C: -0.64258 -0.30288 2.26697  -0.80
H: 0.37600 1.65563 0.20029  0.48
H: -1.38519 2.02315 -0.21794  0.24
H: -1.67439 -0.15172 -0.86197  0.21
H: 0.67854 0.88875 -1.91263  0.36
H: -0.31550 -0.27277 -2.61519  0.35
H: 1.00553 -1.95376 -0.76168  0.33
H: 1.26969 -1.82706 -2.44258  0.39
H: 3.68065 -1.06595 -2.08057  0.11
H: -2.23165 0.83637 1.61733  0.26
H: -1.11848 1.87394 2.33107  0.46
H: -0.08403 -0.93867 1.58869  0.14
H: -0.00795 -0.05552 3.10768  0.29
H: -1.46539 -0.87840 2.71880  0.25


<three>
Computed, not measured: the molecule C5H13NS, with wB97M-V/def2-TZVPD.

Summary:
structure (SMILES): CN(C)CCCS
charge: 0
highest occupied orbital energy: -8.32 eV
Kohn-Sham gap: 9.3 eV

Each line ends with the Mulliken charge.
Cartesian coordinates (Å):
C: -1.71502 -0.36527 -0.16855  -0.64
C: -0.97039 -1.66927 -0.01519  -0.23
S: -0.17109 -2.22724 -1.38556  -0.30
C: -0.81107 0.65370 0.50162  -0.59
N: 0.57774 0.47320 -0.05015  0.27
C: 1.55570 -0.21417 0.71849  -0.98
C: 1.10267 1.81701 -0.41927  -1.09
H: -1.84909 -0.00077 -1.20605  0.27
H: -2.74645 -0.60292 0.23683  0.29
H: -1.77272 -2.53665 0.13692  0.29
H: -0.41338 -1.75393 0.94330  0.20
H: -0.03691 -1.27393 -2.36688  0.10
H: -1.28599 1.66451 0.22708  0.36
H: -0.81367 0.68060 1.65733  0.23
H: 1.05565 -0.88150 1.61619  0.28
H: 2.44169 0.33194 1.34053  0.31
H: 2.07421 -0.94322 -0.06088  0.28
H: 2.07121 2.22188 -0.10228  0.35
H: 0.51644 2.68506 -0.06521  0.34
H: 1.19047 1.94097 -1.53827  0.27


<four>
Computed, not measured: the molecule C5H13NS, with wB97M-V/def2-TZVPD.

Summary:
structure (SMILES): CN[C@H](C)CCS
charge: 0
highest occupied orbital energy: -8.98 eV
Kohn-Sham gap: 10.0 eV

Each line ends with the Mulliken charge.
Cartesian coordinates (Å):
C: 2.31197 1.10808 -0.50473  -0.91
N: 1.51970 0.38288 -1.53746  -0.50
C: 0.22527 -0.17996 -1.02937  0.50
C: -0.61409 0.73582 -0.14437  -0.75
C: -0.31905 0.48709 1.37316  -0.78
S: -1.33778 -0.91030 2.02210  -0.20
C: -0.59182 -0.66224 -2.21870  -1.59
H: 1.74652 1.72866 0.19123  0.29
H: 2.92390 1.72481 -1.16467  0.37
H: 2.92849 0.42468 0.07070  0.27
H: 1.20756 1.09452 -2.19367  0.33
H: 0.60201 -0.99567 -0.42094  0.28
H: -1.70191 0.77607 -0.26869  0.40
H: -0.38266 1.78993 -0.26924  0.32
H: -0.66755 1.35406 1.95539  0.38
H: 0.71859 0.31709 1.65693  0.34
H: -0.53486 -1.87430 1.57988  0.10
H: 0.10715 -1.34290 -2.72914  0.41
H: -0.64411 0.02744 -3.07962  0.35
H: -1.52411 -1.18016 -2.05692  0.40


The structure with the greatest stability is <one>.


<one>
Computed, not measured: the molecule C5H13NS, with wB97M-V/def2-TZVPD.

Summary:
structure (SMILES): CNCCCCS
charge: 0
highest occupied orbital energy: -8.23 eV
Kohn-Sham gap: 9.1 eV

Each line ends with the Mulliken charge.
Cartesian coordinates (Å):
C: 0.03012 -0.44385 -0.90853  -0.48
C: -1.31968 0.11894 -1.36480  -0.56
C: -2.27070 0.56398 -0.25782  -0.57
S: -2.51241 -0.71996 1.07451  -0.24
C: 0.97021 0.70254 -0.47639  -0.78
N: 2.02952 0.20236 0.36320  -0.27
C: 1.79397 -0.34756 1.68013  -0.79
H: 0.51743 -0.88003 -1.78278  0.21
H: -0.00915 -1.27324 -0.20836  0.37
H: -1.78989 -0.66565 -1.96203  0.32
H: -1.15538 1.01719 -1.96925  0.28
H: -1.77766 1.32183 0.34169  0.28
H: -3.26650 0.76236 -0.63217  0.38
H: -1.43718 -1.46914 1.37378  0.10
H: 1.41098 1.10178 -1.39254  0.37
H: 0.53575 1.59694 -0.01672  0.34
H: 2.92854 -0.08272 0.02645  0.23
H: 1.23472 0.36338 2.28975  0.26
H: 2.76920 -0.52874 2.13282  0.34
H: 1.31812 -1.34042 1.68904  0.22


<two>
Computed, not measured: the molecule C5H13NS, with wB97M-V/def2-TZVPD.

Summary:
structure (SMILES): CCN[C@H](C)CS
charge: 0
highest occupied orbital energy: -8.89 eV
Kohn-Sham gap: 9.8 eV

Each line ends with the Mulliken charge.
Cartesian coordinates (Å):
C: 0.39382 0.30476 1.83855  -0.57
N: -0.03093 0.92724 0.59423  -0.41
C: -0.14310 0.03936 -0.56347  0.56
C: -0.72454 0.87037 -1.69586  -0.89
S: -1.22122 -0.08502 -3.13497  -0.24
C: 1.20329 -0.53677 -0.93792  -1.57
C: -0.42056 -0.88924 2.32288  -1.04
H: 0.39349 1.07287 2.61745  0.39
H: 1.44247 0.02785 1.72802  0.31
H: -0.90560 1.42754 0.71773  0.27
H: -0.83374 -0.79341 -0.35137  0.23
H: -0.00687 1.64648 -1.96395  0.42
H: -1.61665 1.39744 -1.34239  0.33
H: -0.29676 0.32328 -4.01115  0.13
H: 1.58749 -1.22373 -0.18735  0.35
H: 1.93966 0.24729 -1.10106  0.35
H: 1.12434 -1.11329 -1.85942  0.44
H: -0.34809 -1.73392 1.63853  0.26
H: -1.48183 -0.66111 2.41111  0.28
H: -0.05469 -1.24798 3.28041  0.39


The structure with the greatest stability is <two>.


<one>
Computed, not measured: the molecule C5H10, with wB97M-V/def2-TZVPD.

Summary:
structure (SMILES): C[C@@H]1C[C@H]1C
charge: 0
highest occupied orbital energy: -9.52 eV
Kohn-Sham gap: 10.8 eV

Each line ends with the Mulliken charge.
Cartesian coordinates (Å):
C: 1.85810 0.18027 -0.78984  -1.42
C: 0.68246 -0.00517 0.22443  0.03
C: -0.13331 -1.34033 0.15865  -0.70
C: -0.77774 -0.07351 -0.24641  0.22
C: -1.78784 0.71746 0.67360  -0.95
H: 1.72275 -0.24907 -1.72563  0.35
H: 2.80011 -0.11956 -0.29484  0.35
H: 2.19089 1.21441 -0.97124  0.35
H: 0.88766 0.52973 1.23887  0.24
H: 0.03212 -2.05102 -0.71559  0.22
H: -0.40918 -1.80029 1.10118  0.27
H: -0.95315 0.13563 -1.32470  0.33
H: -2.26711 1.72274 -0.05414  0.23
H: -1.15026 1.14914 1.65708  0.23
H: -2.69551 -0.01045 1.06858  0.24


<two>
Computed, not measured: a structure of composition C5H10, with wB97M-V/def2-TZVPD.

Summary:
charge: 0
highest occupied orbital energy: -8.69 eV
Kohn-Sham gap: 9.6 eV

Each line ends with the Mulliken charge.
Cartesian coordinates (Å):
C: 2.02555 -0.17793 -0.00007  -0.77
C: 0.63219 -0.64922 0.08581  -0.34
C: -0.44052 0.07752 0.04998  1.00
C: -0.48743 1.53342 0.01013  -1.37
C: -1.67268 -0.84806 0.00178  -1.35
H: 2.45775 0.12756 1.17190  0.20
H: 2.62617 -1.34520 -0.58595  0.25
H: 1.94326 0.89723 -0.77152  0.18
H: 0.39779 -1.76816 0.06464  0.25
H: -1.55206 1.96830 0.18493  0.30
H: 0.11727 1.81554 0.79995  0.41
H: -0.11494 1.89409 -0.97523  0.32
H: -2.72785 -0.35909 -0.10355  0.29
H: -1.54437 -1.69140 -0.84136  0.28
H: -1.66014 -1.47460 0.90856  0.35


<three>
Computed, not measured: the molecule C5H10, with wB97M-V/def2-TZVPD.

Summary:
structure (SMILES): C[C@@H]1C[C@@H]1C
charge: 0
highest occupied orbital energy: -8.77 eV
Kohn-Sham gap: 10.0 eV

Each line ends with the Mulliken charge.
Cartesian coordinates (Å):
C: 1.39002 -0.96567 0.03733  -1.31
C: 0.72505 0.26644 0.60966  0.25
C: 0.30122 1.34462 -0.33143  -0.82
C: -0.74062 0.43995 0.51669  0.02
C: -1.65634 -0.48989 -0.21984  -1.18
H: 0.96907 -1.25702 -0.93116  0.27
H: 1.29526 -1.81886 0.71607  0.30
H: 2.45832 -0.77186 -0.11493  0.36
H: 1.18344 0.61208 1.53046  0.34
H: 0.55962 2.38043 -0.05346  0.28
H: 0.33423 1.16231 -1.39590  0.26
H: -1.08884 1.42622 0.82759  0.33
H: -2.60453 -0.01858 -0.49774  0.34
H: -1.18945 -0.86516 -1.13854  0.29
H: -1.88966 -1.35517 0.40869  0.28


<four>
Computed, not measured: the molecule C5H10, with wB97M-V/def2-TZVPD.

Summary:
structure (SMILES): C=CCCC
charge: 0
highest occupied orbital energy: -9.67 eV
Kohn-Sham gap: 11.0 eV

Each line ends with the Mulliken charge.
Cartesian coordinates (Å):
C: -1.51813 -0.81721 1.12086  -1.07
C: -0.02484 -0.63108 0.90373  -0.39
C: 0.35779 0.73904 0.29528  -0.54
C: 1.24083 0.53431 -0.89871  -0.22
C: 0.96713 0.72121 -2.16814  -0.69
H: -1.90752 -0.88117 2.13524  0.30
H: -1.89678 -1.73403 0.67706  0.28
H: -2.14157 -0.04841 0.66378  0.29
H: 0.42241 -1.45162 0.36648  0.44
H: 0.42786 -0.63765 1.89922  0.22
H: -0.57715 1.23549 0.03227  0.33
H: 0.88319 1.39356 0.99362  0.27
H: 2.09497 -0.06701 -0.60622  0.30
H: 0.07421 1.27740 -2.44487  0.23
H: 1.59758 0.36718 -2.96962  0.25


The structure with the greatest stability is <four>.